The following is a quantum chemistry calculation of the molecule C7H9NO, from the OMol25 dataset.

Each atom is followed by the atoms it is bonded to, with distances in Å.
Element x y z (Å)
1 O 1.94 -1.27 -1.10  C2 1.396, H10 0.940
2 C 1.38 -1.34 0.17  O1 1.396, C3 1.510, H11 1.107, H12 1.101
3 C 0.25 -0.34 0.18  C2 1.510, C4 1.591, C8 1.592, N9 1.442
4 C -0.51 -0.18 1.57  C3 1.591, C5 1.348, H13 1.081
5 C -1.23 0.95 1.42  C4 1.348, C6 1.563, H14 1.090
6 C -0.80 1.53 0.03  C5 1.563, C7 1.544, N9 1.467, H15 1.092
7 C -1.48 0.64 -1.04  C6 1.544, C8 1.336, H16 1.084
8 C -0.83 -0.53 -0.98  C3 1.592, C7 1.336, H17 1.088
9 N 0.58 1.05 0.02  C3 1.442, C6 1.467, H18 1.028
10 H 2.75 -1.76 -1.11  O1 0.940
11 H 0.92 -2.31 0.48  C2 1.107
12 H 2.10 -1.06 0.95  C2 1.101
13 H -0.68 -1.01 2.24  C4 1.081
14 H -1.99 1.37 2.07  C5 1.090
15 H -0.95 2.62 0.02  C6 1.092
16 H -2.30 0.87 -1.70  C7 1.084
17 H -1.08 -1.46 -1.47  C8 1.088
18 H 0.96 1.17 -0.93  N9 1.028

**Structure (SMILES)**: OC[C@]12C=C[C@H](C=C1)N2
**Net charge**: 0
**Relative energy (zero: lowest compared OMol25 entry of this formula, charge and spin)**: 70.0 kcal/mol



The following is a quantum chemistry calculation of the molecule C7H9NO2, from the OMol25 dataset.

Each atom is followed by the atoms it is bonded to, with distances in Å.
Element x y z (Å)
1 C -1.08 0.59 -1.16  C2 1.299, H11 1.095
2 C -1.17 0.40 0.12  C1 1.299, C5 1.492, C7 1.540
3 C 1.83 -0.12 -1.14  C6 1.444, N8 1.398, O9 1.224
4 C 0.66 -1.49 0.35  C5 1.666, N8 1.403, H12 1.100, H13 1.171
5 C 0.18 0.07 0.68  C2 1.492, C4 1.666, C6 1.527, H14 1.081
6 C 1.16 0.79 -0.24  C3 1.444, C5 1.527, O10 1.314
7 C -2.40 0.38 1.05  C2 1.540, H15 1.126, H16 1.003, H17 1.173
8 N 1.30 -1.39 -0.90  C3 1.398, C4 1.403, H18 1.020
9 O 2.68 0.14 -1.98  C3 1.224
10 O 1.65 1.97 0.06  C6 1.314, H19 0.969
11 H -1.70 0.89 -2.01  C1 1.095
12 H 1.34 -1.80 1.16  C4 1.100
13 H -0.33 -2.11 0.37  C4 1.171
14 H 0.28 0.30 1.73  C5 1.081
15 H -2.08 0.06 2.08  C7 1.126
16 H -3.21 -0.13 0.77  C7 1.003
17 H -2.80 1.46 1.24  C7 1.173
18 H 1.28 -2.08 -1.65  N8 1.020
19 H 2.42 2.09 -0.52  O10 0.969

**Net charge**: 0
**Relative energy (zero: lowest compared OMol25 entry of this formula, charge and spin)**: 114.0 kcal/mol



The following is a quantum chemistry calculation of the molecule C7H9NO2S, from the OMol25 dataset.

Each atom is followed by the atoms it is bonded to, with distances in Å.
Element x y z (Å)
1 C -2.75 0.34 0.42  C2 1.304, C5 1.533, H12 1.072
2 C -2.90 0.04 -0.84  C1 1.304, S11 1.734, H13 1.061
3 C 3.04 -0.61 -0.57  C4 1.327, H14 1.061, H15 1.124
4 C 1.78 -0.42 -0.93  C3 1.327, C7 1.464, H16 1.019
5 C -1.46 -0.11 1.11  C1 1.533, C6 1.478, H17 1.151, H18 1.076
6 C -0.42 -0.60 0.18  C5 1.478, C7 1.485, N8 1.491, S11 2.247
7 C 0.77 0.25 -0.11  C4 1.464, C6 1.485, H19 1.082, H20 1.135
8 N 0.02 -2.02 0.25  C6 1.491, O9 1.217, O10 1.240
9 O -0.10 -2.35 1.42  N8 1.217
10 O 0.27 -2.70 -0.75  N8 1.240
11 S -1.61 -0.72 -1.72  C2 1.734, C6 2.247
12 H -3.58 0.66 1.01  C1 1.072
13 H -3.87 0.06 -1.28  C2 1.061
14 H 3.77 -1.17 -1.10  C3 1.061
15 H 3.33 -0.28 0.47  C3 1.124
16 H 1.39 -1.00 -1.67  C4 1.019
17 H -1.02 0.89 1.47  C5 1.151
18 H -1.72 -0.96 1.72  C5 1.076
19 H 1.24 0.40 0.86  C7 1.082
20 H 0.42 1.29 -0.39  C7 1.135

**<S²>**: 2.03
**Net charge**: 0
**Spin multiplicity**: 3
**Relative energy (zero: lowest compared OMol25 entry of this formula, charge and spin)**: 73.5 kcal/mol



We obtain maximum force values of 2.30, 5.43, 3.37 eV/Å for the records listed above, in that order.
We obtain energy values of -10939.7799, -12985.5496, -23816.9172 eV for the records listed above, in that order.